Entry 1:
71
Properties=species:S:1:pos:R:3 method="wB97M-V/def2-TZVPD" energy_ev=-169486.620 charge=+2 spin_multiplicity=2 relative_energy_kcal_mol=38.11 lumo_ev="-6.69 / -8.20" orbital_gap_ev="7.106 / 5.566" homo_energy_ha="-0.50690 / -0.50594"
Ir 0.24 -0.92 -0.48
S -2.05 0.57 0.85
C -1.24 -0.37 2.00
N -0.31 -1.20 1.56
C 0.36 -1.83 2.63
C 1.42 -2.72 2.58
C 1.92 -3.23 3.77
C 1.37 -2.88 5.00
C 0.31 -1.99 5.06
C -0.17 -1.47 3.87
S -1.45 -0.30 3.69
H 1.88 -3.00 1.66
H 2.76 -3.90 3.73
H 1.78 -3.29 5.91
H -0.11 -1.70 6.01
C -3.62 0.27 -4.13
N -2.40 -0.43 -4.55
C -1.47 0.53 -5.14
N -1.15 1.64 -4.25
C -2.39 2.30 -3.84
N -3.34 1.38 -3.22
C -2.89 0.92 -1.92
P -1.28 0.00 -2.09
C -1.79 -1.15 -3.45
C -0.33 1.22 -3.12
H -4.30 -0.43 -3.66
H -4.10 0.68 -5.02
H -1.94 0.94 -6.04
H -0.55 0.02 -5.43
H -2.86 2.73 -4.72
H -2.16 3.11 -3.14
H -3.64 0.26 -1.47
H -2.76 1.79 -1.27
H -2.49 -1.89 -3.06
H -0.89 -1.66 -3.82
H 0.58 0.75 -3.48
H -0.06 2.08 -2.51
C 0.59 -4.50 0.07
As -0.34 -3.18 -0.99
C 0.07 -3.77 -2.79
C -2.19 -3.60 -0.61
H 0.33 -5.45 -0.38
H 0.24 -4.47 1.10
H 1.67 -4.35 0.02
H 0.49 -4.77 -2.70
H 0.79 -3.11 -3.26
H -0.84 -3.82 -3.38
H -2.27 -4.68 -0.56
H -2.85 -3.23 -1.39
H -2.46 -3.16 0.35
Cl -0.57 3.52 -0.14
C 1.02 3.11 0.45
Cl 1.51 1.38 0.22
H 1.08 3.29 1.51
H 1.77 3.68 -0.10
O 1.49 -0.81 -2.15
C 2.55 -1.10 -1.48
N 2.35 -1.51 -0.25
S 3.84 -1.66 0.57
O 4.03 -3.05 0.86
O 3.89 -0.68 1.60
C 4.78 -1.21 -0.85
C 6.15 -1.14 -0.96
C 6.66 -0.77 -2.21
C 5.82 -0.50 -3.28
C 4.44 -0.58 -3.16
C 3.94 -0.94 -1.92
H 6.81 -1.35 -0.13
H 7.73 -0.70 -2.34
H 6.26 -0.22 -4.23
H 3.79 -0.36 -3.99



Entry 2:
65
Properties=species:S:1:pos:R:3 method="wB97M-V/def2-TZVPD" energy_ev=-131555.740 charge=+1 spin_multiplicity=1 lumo_ev=-2.58 orbital_gap_ev=7.984 homo_energy_ha=-0.38835
Pb -0.58 0.44 1.57
S -1.24 -1.91 0.76
C -0.23 -2.38 -0.63
C -0.70 -3.47 -1.37
C 0.03 -3.98 -2.43
C 1.25 -3.42 -2.78
C 1.72 -2.34 -2.06
C 0.99 -1.81 -1.00
As 1.69 -0.25 -0.09
C 1.42 1.15 -1.40
C 0.66 0.94 -2.55
C 0.38 2.02 -3.39
C 0.85 3.28 -3.08
C 1.61 3.49 -1.94
C 1.88 2.42 -1.09
C 3.59 -0.57 -0.13
C 4.10 -1.49 0.78
C 5.46 -1.78 0.78
C 6.31 -1.14 -0.12
C 5.79 -0.22 -1.03
C 4.44 0.07 -1.04
H -1.65 -3.92 -1.10
H -0.35 -4.83 -2.98
H 1.83 -3.82 -3.60
H 2.67 -1.88 -2.33
H 0.28 -0.04 -2.79
H -0.21 1.85 -4.28
H 0.64 4.12 -3.75
H 1.98 4.48 -1.70
H 2.45 2.59 -0.19
H 3.45 -1.98 1.48
H 5.86 -2.50 1.48
H 7.36 -1.37 -0.12
H 6.45 0.27 -1.73
H 4.04 0.78 -1.75
C -4.24 -2.19 3.76
N -3.06 -1.33 3.93
C -1.77 -1.65 4.02
S -0.62 -0.35 4.22
N -1.30 -2.89 3.97
C -1.98 -4.15 3.65
H -5.11 -1.55 3.87
H -4.29 -2.96 4.51
H -4.27 -2.64 2.77
H -3.22 -0.34 3.99
H -0.30 -2.93 4.03
H -2.51 -4.09 2.71
H -2.65 -4.47 4.45
H -1.21 -4.91 3.55
C -2.43 4.88 -2.07
O -2.91 3.81 -1.25
P -1.88 2.97 -0.32
O -2.25 3.46 1.19
C -1.39 4.41 1.83
O -2.74 1.59 -0.21
C -3.29 0.92 -1.35
H -3.17 5.67 -2.04
H -2.30 4.54 -3.09
H -1.47 5.28 -1.71
H -1.58 4.34 2.89
H -1.61 5.42 1.50
H -0.34 4.19 1.63
H -4.16 0.36 -1.00
H -2.56 0.21 -1.76
H -3.59 1.63 -2.11



Entry 3:
85
Properties=species:S:1:pos:R:3 method="wB97M-V/def2-TZVPD" energy_ev=-181089.397 smiles="ClC(Cl)Cl.ClC(Cl)Cl.ClC(Cl)Cl.O=C1OCCO1.O=C1OCCO1.O=C1OCCO1.O=C1OCCO1.O=C1OCCO1.O=C1OCCO1.O=C1OCCO1" charge=0 spin_multiplicity=1 lumo_ev=0.21 orbital_gap_ev=10.652 homo_energy_ha=-0.38362
Cl 0.65 3.05 5.01
C 0.15 2.44 3.45
Cl 1.68 2.05 2.54
Cl -0.78 3.67 2.56
H -0.42 1.52 3.39
Cl 3.69 -0.79 -5.10
C 3.69 -1.87 -3.76
Cl 5.36 -2.29 -3.24
Cl 2.73 -3.33 -4.05
H 3.20 -1.39 -2.92
Cl 0.70 7.60 0.89
C 1.49 6.17 0.27
Cl 0.46 5.10 -0.70
Cl 2.25 5.23 1.57
H 2.23 6.56 -0.42
O -3.15 0.94 2.41
C -4.18 0.35 2.30
O -4.29 -0.87 1.68
C -5.62 -1.35 1.81
C -6.38 -0.15 2.35
O -5.34 0.68 2.85
H -5.99 -1.87 0.93
H -5.60 -2.19 2.52
H -7.18 -0.29 3.07
H -6.91 0.38 1.55
O -4.12 -4.73 -1.41
C -3.15 -4.22 -0.97
O -2.17 -4.90 -0.35
C -1.16 -3.97 0.07
C -1.88 -2.64 0.08
O -2.90 -2.88 -0.91
H -0.74 -4.26 1.03
H -0.44 -4.02 -0.74
H -1.21 -1.84 -0.24
H -2.36 -2.28 0.99
O 3.89 1.38 0.21
C 3.60 1.96 -0.79
O 3.20 3.24 -0.88
C 2.82 3.45 -2.25
C 3.63 2.40 -3.01
O 3.70 1.38 -2.00
H 1.75 3.26 -2.32
H 3.00 4.46 -2.62
H 4.58 2.81 -3.33
H 2.98 2.03 -3.79
O -0.09 -1.21 3.02
C 0.60 -2.16 3.21
O 1.53 -2.56 2.35
C 2.30 -3.61 2.94
C 1.35 -4.15 4.00
O 0.48 -3.01 4.25
H 2.58 -4.31 2.15
H 3.24 -3.24 3.37
H 1.82 -4.45 4.92
H 0.71 -4.96 3.65
O -3.75 5.03 -2.18
C -3.56 3.95 -2.66
O -2.57 3.13 -2.32
C -2.74 1.87 -2.96
C -3.73 2.22 -4.08
O -4.37 3.38 -3.59
H -1.76 1.48 -3.24
H -3.18 1.09 -2.34
H -4.34 1.35 -4.25
H -3.16 2.49 -4.98
O 2.20 -4.57 -0.06
C 2.73 -3.51 0.00
O 2.32 -2.37 -0.61
C 3.17 -1.29 -0.23
C 4.37 -2.00 0.38
O 3.86 -3.29 0.68
H 3.53 -0.62 -1.01
H 2.65 -0.63 0.47
H 4.72 -1.47 1.26
H 5.19 -2.14 -0.33
O 0.66 -0.54 -2.01
C 0.16 0.07 -1.12
O -0.22 1.36 -1.23
C -0.11 1.91 0.08
C -0.50 0.72 0.95
O -0.10 -0.38 0.12
H 0.92 2.23 0.26
H -0.78 2.75 0.23
H -1.55 0.70 1.24
H -0.06 0.75 1.94



Repeat the first record exactly.
71
Properties=species:S:1:pos:R:3 method="wB97M-V/def2-TZVPD" energy_ev=-169486.620 charge=+2 spin_multiplicity=2 relative_energy_kcal_mol=38.11 lumo_ev="-6.69 / -8.20" orbital_gap_ev="7.106 / 5.566" homo_energy_ha="-0.50690 / -0.50594"
Ir 0.24 -0.92 -0.48
S -2.05 0.57 0.85
C -1.24 -0.37 2.00
N -0.31 -1.20 1.56
C 0.36 -1.83 2.63
C 1.42 -2.72 2.58
C 1.92 -3.23 3.77
C 1.37 -2.88 5.00
C 0.31 -1.99 5.06
C -0.17 -1.47 3.87
S -1.45 -0.30 3.69
H 1.88 -3.00 1.66
H 2.76 -3.90 3.73
H 1.78 -3.29 5.91
H -0.11 -1.70 6.01
C -3.62 0.27 -4.13
N -2.40 -0.43 -4.55
C -1.47 0.53 -5.14
N -1.15 1.64 -4.25
C -2.39 2.30 -3.84
N -3.34 1.38 -3.22
C -2.89 0.92 -1.92
P -1.28 0.00 -2.09
C -1.79 -1.15 -3.45
C -0.33 1.22 -3.12
H -4.30 -0.43 -3.66
H -4.10 0.68 -5.02
H -1.94 0.94 -6.04
H -0.55 0.02 -5.43
H -2.86 2.73 -4.72
H -2.16 3.11 -3.14
H -3.64 0.26 -1.47
H -2.76 1.79 -1.27
H -2.49 -1.89 -3.06
H -0.89 -1.66 -3.82
H 0.58 0.75 -3.48
H -0.06 2.08 -2.51
C 0.59 -4.50 0.07
As -0.34 -3.18 -0.99
C 0.07 -3.77 -2.79
C -2.19 -3.60 -0.61
H 0.33 -5.45 -0.38
H 0.24 -4.47 1.10
H 1.67 -4.35 0.02
H 0.49 -4.77 -2.70
H 0.79 -3.11 -3.26
H -0.84 -3.82 -3.38
H -2.27 -4.68 -0.56
H -2.85 -3.23 -1.39
H -2.46 -3.16 0.35
Cl -0.57 3.52 -0.14
C 1.02 3.11 0.45
Cl 1.51 1.38 0.22
H 1.08 3.29 1.51
H 1.77 3.68 -0.10
O 1.49 -0.81 -2.15
C 2.55 -1.10 -1.48
N 2.35 -1.51 -0.25
S 3.84 -1.66 0.57
O 4.03 -3.05 0.86
O 3.89 -0.68 1.60
C 4.78 -1.21 -0.85
C 6.15 -1.14 -0.96
C 6.66 -0.77 -2.21
C 5.82 -0.50 -3.28
C 4.44 -0.58 -3.16
C 3.94 -0.94 -1.92
H 6.81 -1.35 -0.13
H 7.73 -0.70 -2.34
H 6.26 -0.22 -4.23
H 3.79 -0.36 -3.99



Copy entry 1 word for word.
71
Properties=species:S:1:pos:R:3 method="wB97M-V/def2-TZVPD" energy_ev=-169486.620 charge=+2 spin_multiplicity=2 relative_energy_kcal_mol=38.11 lumo_ev="-6.69 / -8.20" orbital_gap_ev="7.106 / 5.566" homo_energy_ha="-0.50690 / -0.50594"
Ir 0.24 -0.92 -0.48
S -2.05 0.57 0.85
C -1.24 -0.37 2.00
N -0.31 -1.20 1.56
C 0.36 -1.83 2.63
C 1.42 -2.72 2.58
C 1.92 -3.23 3.77
C 1.37 -2.88 5.00
C 0.31 -1.99 5.06
C -0.17 -1.47 3.87
S -1.45 -0.30 3.69
H 1.88 -3.00 1.66
H 2.76 -3.90 3.73
H 1.78 -3.29 5.91
H -0.11 -1.70 6.01
C -3.62 0.27 -4.13
N -2.40 -0.43 -4.55
C -1.47 0.53 -5.14
N -1.15 1.64 -4.25
C -2.39 2.30 -3.84
N -3.34 1.38 -3.22
C -2.89 0.92 -1.92
P -1.28 0.00 -2.09
C -1.79 -1.15 -3.45
C -0.33 1.22 -3.12
H -4.30 -0.43 -3.66
H -4.10 0.68 -5.02
H -1.94 0.94 -6.04
H -0.55 0.02 -5.43
H -2.86 2.73 -4.72
H -2.16 3.11 -3.14
H -3.64 0.26 -1.47
H -2.76 1.79 -1.27
H -2.49 -1.89 -3.06
H -0.89 -1.66 -3.82
H 0.58 0.75 -3.48
H -0.06 2.08 -2.51
C 0.59 -4.50 0.07
As -0.34 -3.18 -0.99
C 0.07 -3.77 -2.79
C -2.19 -3.60 -0.61
H 0.33 -5.45 -0.38
H 0.24 -4.47 1.10
H 1.67 -4.35 0.02
H 0.49 -4.77 -2.70
H 0.79 -3.11 -3.26
H -0.84 -3.82 -3.38
H -2.27 -4.68 -0.56
H -2.85 -3.23 -1.39
H -2.46 -3.16 0.35
Cl -0.57 3.52 -0.14
C 1.02 3.11 0.45
Cl 1.51 1.38 0.22
H 1.08 3.29 1.51
H 1.77 3.68 -0.10
O 1.49 -0.81 -2.15
C 2.55 -1.10 -1.48
N 2.35 -1.51 -0.25
S 3.84 -1.66 0.57
O 4.03 -3.05 0.86
O 3.89 -0.68 1.60
C 4.78 -1.21 -0.85
C 6.15 -1.14 -0.96
C 6.66 -0.77 -2.21
C 5.82 -0.50 -3.28
C 4.44 -0.58 -3.16
C 3.94 -0.94 -1.92
H 6.81 -1.35 -0.13
H 7.73 -0.70 -2.34
H 6.26 -0.22 -4.23
H 3.79 -0.36 -3.99